Run w
21
Properties=species:S:1:pos:R:3:nbo_charge:R:1 method="wB97M-V/def2-TZVPD" lumo_ev=0.7 charge=0
C 0.332 0.182 2.728 -0.3971
C 1.749 -0.676 -0.288 -0.6546
C 0.405 -0.390 0.373 0.1800
N 0.332 0.602 1.355 -0.8295
H -0.016 -1.383 0.643 0.1389
H -0.437 -0.596 2.920 0.1345
H 0.144 1.046 3.369 0.1955
H 1.288 -0.283 3.029 0.1483
H 1.668 -1.418 -1.089 0.1940
H 2.185 0.251 -0.661 0.2110
H 2.428 -1.065 0.473 0.2336
C -1.910 -0.412 -0.982 -0.4122
C -0.117 1.007 -1.850 -0.4180
N -0.685 0.336 -0.671 -0.4789
H -0.751 1.045 0.225 0.4889
H -2.610 0.209 -1.544 0.2041
H -1.666 -1.304 -1.562 0.2033
H -0.872 1.631 -2.331 0.2055
H 0.239 0.261 -2.564 0.2010
H 0.694 1.653 -1.524 0.2292
H -2.398 -0.695 -0.051 0.2226

=====

Run x
21
Properties=species:S:1:pos:R:3:nbo_charge:R:1 method="wB97M-V/def2-TZVPD" lumo_ev=1.2 charge=0 smiles=CCCCNCN
C 1.436 -2.732 0.398 -0.6049
C 0.445 -1.591 0.195 -0.4067
C 0.617 -0.906 -1.157 -0.4062
C -0.333 0.264 -1.410 -0.2167
N -0.191 1.385 -0.463 -0.6347
C -1.162 1.355 0.626 -0.0417
N -0.832 2.319 1.671 -0.8413
H 2.447 -2.429 0.101 0.1989
H 1.165 -3.638 -0.140 0.2044
H 1.562 -3.010 1.444 0.2100
H 0.503 -0.926 1.051 0.1996
H -0.572 -2.001 0.247 0.1950
H 1.640 -0.523 -1.206 0.1891
H 0.487 -1.644 -1.944 0.2068
H -1.372 -0.074 -1.417 0.1868
H -0.099 0.657 -2.400 0.1928
H 0.740 1.331 -0.067 0.3400
H -2.132 1.616 0.198 0.1691
H -1.257 0.374 1.101 0.1458
H -1.435 3.136 1.624 0.3602
H 0.106 2.677 1.538 0.3535

=====

Least stable: run w

=====

Run w
21
Properties=species:S:1:pos:R:3:nbo_charge:R:1 method="wB97M-V/def2-TZVPD" lumo_ev=1.1 charge=0 smiles=C[C@H](N)CN(C)C
C -0.300 0.033 0.618 -0.2141
N -1.157 -0.398 -0.439 -0.4489
C -2.271 -1.194 0.082 -0.4166
C -0.710 -0.948 -1.696 -0.4110
C 0.834 1.067 0.338 -0.0589
C 2.122 0.300 0.069 -0.6349
N 0.951 1.995 1.440 -0.8489
H -0.910 0.582 1.345 0.2073
H 0.121 -0.768 1.268 0.1437
H -2.732 -0.650 0.899 0.2083
H -1.947 -2.223 0.226 0.1735
H -3.125 -1.129 -0.616 0.1959
H -0.026 -0.259 -2.206 0.1962
H -0.261 -1.948 -1.650 0.1631
H -1.563 -0.957 -2.377 0.2015
H 0.583 1.585 -0.590 0.1971
H 2.127 -0.164 -0.925 0.2078
H 2.571 -0.383 0.788 0.2098
H 2.951 1.037 -0.008 0.1984
H 1.299 1.599 2.299 0.3633
H 1.441 2.820 1.136 0.3674

=====

Run x
21
Properties=species:S:1:pos:R:3:nbo_charge:R:1 method="wB97M-V/def2-TZVPD" lumo_ev=1.0 charge=0 smiles=CC(C)CNCN
C -0.058 0.336 -0.551 -0.2226
C -1.215 -0.456 0.146 -0.2115
C -2.383 0.321 0.759 -0.6074
C -1.364 -1.849 -0.543 -0.6182
N 0.781 0.844 0.490 -0.6442
C 2.196 0.335 0.491 -0.0580
N 3.132 1.075 -0.435 -0.8479
H 0.402 -0.387 -1.135 0.1835
H -0.390 1.246 -1.181 0.1820
H -0.730 -0.725 1.205 0.2001
H -2.402 0.209 1.799 0.2134
H -2.147 1.436 0.624 0.2007
H -3.295 0.108 0.213 0.2048
H -1.143 -1.775 -1.620 0.1989
H -2.389 -2.089 -0.437 0.2062
H -0.783 -2.545 -0.004 0.2139
H 0.844 1.790 0.525 0.3530
H 2.293 -0.766 0.251 0.1868
H 2.695 0.649 1.548 0.1825
H 2.631 1.777 -0.877 0.3418
H 3.325 0.466 -1.268 0.3423

=====

Run y
21
Properties=species:S:1:pos:R:3:nbo_charge:R:1 method="wB97M-V/def2-TZVPD" lumo_ev=0.7 charge=0
C -1.717 0.816 -0.597 0.3589
C -0.789 -0.849 1.393 -0.9393
N -0.801 0.666 -1.515 -0.7502
N -2.955 0.268 -0.606 -0.7916
H -1.538 1.561 0.166 0.1907
H -1.051 0.025 -2.264 0.3566
H -3.113 -0.551 -1.175 0.3914
H 0.345 0.281 -0.997 0.3477
H -3.482 0.292 0.253 0.3997
H -1.448 -0.179 1.946 0.1883
H -1.391 -1.606 0.888 0.1930
H -0.159 -1.362 2.120 0.2168
C 2.186 1.118 0.428 -0.6510
C 1.508 -0.060 -0.216 -0.3264
C 2.199 -1.113 -0.648 -0.4215
H 0.183 -0.428 0.615 0.2762
H 2.028 2.029 -0.153 0.2111
H 1.755 1.300 1.419 0.2037
H 3.261 0.970 0.557 0.1993
H 1.722 -1.929 -1.178 0.1779
H 3.258 -1.249 -0.436 0.1686

=====

Least stable: run y

=====

Run w
21
Properties=species:S:1:pos:R:3:nbo_charge:R:1 method="wB97M-V/def2-TZVPD" lumo_ev=1.0 charge=0 smiles=CCCCNCN
C 2.965 1.539 0.360 -0.6117
C 1.502 1.103 0.010 -0.4029
C 0.853 -0.170 0.612 -0.4239
C 0.122 -0.980 -0.439 -0.2096
N -1.174 -0.360 -0.740 -0.6331
C -2.206 -0.590 0.291 -0.0440
N -3.525 -0.523 -0.338 -0.8198
H 3.436 1.534 -0.621 0.2059
H 3.040 2.538 0.779 0.2115
H 3.439 0.739 0.920 0.2015
H 0.784 1.943 -0.130 0.2138
H 1.636 0.892 -1.073 0.1848
H 0.055 0.172 1.280 0.2042
H 1.658 -0.621 1.198 0.2073
H 0.654 -1.015 -1.421 0.1935
H -0.018 -2.027 -0.050 0.1590
H -1.397 -0.725 -1.677 0.3585
H -2.079 0.162 1.082 0.1732
H -2.053 -1.547 0.752 0.1303
H -3.402 -1.242 -1.045 0.3394
H -4.290 -0.822 0.251 0.3620

=====

Run x
21
Properties=species:S:1:pos:R:3:nbo_charge:R:1 method="wB97M-V/def2-TZVPD" lumo_ev=1.0 charge=0 smiles=C[C@@H](N)CCCN
C 1.754 0.265 1.079 -0.6163
C 0.426 0.872 0.654 -0.0554
C 0.078 0.537 -0.791 -0.4103
C 0.019 -0.969 -1.117 -0.4172
C -0.998 -1.803 -0.329 -0.2281
N -2.276 -1.164 -0.029 -0.8218
N 0.489 2.323 0.895 -0.8364
H 1.960 0.444 2.124 0.2203
H 2.560 0.755 0.530 0.2017
H 1.886 -0.799 0.883 0.2023
H -0.346 0.507 1.327 0.1744
H 0.826 0.963 -1.454 0.2027
H -0.907 0.948 -1.004 0.1963
H -0.231 -1.013 -2.189 0.1969
H 1.047 -1.318 -1.034 0.2059
H -0.560 -2.186 0.597 0.1888
H -1.228 -2.671 -0.967 0.1937
H -2.739 -0.882 -0.886 0.3486
H -2.126 -0.315 0.505 0.3446
H 0.797 2.829 0.069 0.3523
H -0.432 2.678 1.137 0.3570

=====

Run y
21
Properties=species:S:1:pos:R:3:nbo_charge:R:1 method="wB97M-V/def2-TZVPD" lumo_ev=1.1 charge=0 smiles=CCNCCCN
C -1.903 0.637 0.255 -0.2018
N -0.723 -0.150 0.522 -0.6556
C 0.432 0.629 1.005 -0.2175
C 1.739 -0.130 0.902 -0.4169
C 1.930 -0.812 -0.451 -0.2149
N 1.705 0.135 -1.558 -0.8394
C -3.001 -0.244 -0.360 -0.6075
H -2.248 1.081 1.191 0.1823
H -1.694 1.435 -0.475 0.1510
H -0.564 -0.873 -0.158 0.3579
H 0.180 0.790 2.064 0.1913
H 0.439 1.609 0.527 0.1764
H 1.810 -0.879 1.683 0.2086
H 2.566 0.582 0.989 0.2151
H 1.288 -1.701 -0.543 0.1530
H 2.945 -1.204 -0.547 0.1949
H 0.708 0.277 -1.658 0.3500
H 2.048 -0.289 -2.410 0.3568
H -2.580 -0.665 -1.272 0.1923
H -3.862 0.353 -0.616 0.2130
H -3.233 -1.077 0.306 0.2108

=====

Least stable: run w

=====

Run w
21
Properties=species:S:1:pos:R:3:nbo_charge:R:1 method="wB97M-V/def2-TZVPD" lumo_ev=1.1 charge=0 smiles=CCN[C@H](C)CN
C -0.143 -0.835 -2.961 -0.6254
C 0.164 -0.065 -1.683 -0.2182
N -0.233 -0.855 -0.498 -0.6182
C -0.969 -0.778 1.822 -0.6149
C 0.100 -0.300 0.833 -0.0551
C 0.419 1.186 0.909 -0.2313
N 1.371 1.455 1.986 -0.8419
H 0.715 -0.963 -3.605 0.2153
H -0.444 -1.842 -2.703 0.2195
H -0.980 -0.380 -3.478 0.2056
H -0.374 0.887 -1.642 0.1621
H 1.209 0.162 -1.566 0.1891
H -1.243 -0.974 -0.530 0.3392
H -1.894 -0.248 1.591 0.1979
H -0.637 -0.696 2.854 0.2113
H -1.097 -1.822 1.596 0.2200
H 1.039 -0.800 1.118 0.1831
H -0.537 1.719 1.033 0.1504
H 0.859 1.615 0.039 0.1941
H 1.087 1.101 2.886 0.3565
H 1.590 2.435 1.999 0.3612

=====

Run x
21
Properties=species:S:1:pos:R:3:nbo_charge:R:1 method="wB97M-V/def2-TZVPD" lumo_ev=1.2 charge=0 smiles="C=CCC.CNN"
C -1.567 -1.076 1.279 -0.0792
C -1.284 -0.561 -1.017 -0.6195
C -2.289 -0.463 0.132 -0.4535
C -0.820 -0.379 2.175 -0.5189
H -1.485 -2.156 1.253 0.1914
H -3.198 -1.024 -0.098 0.2116
H -1.628 0.008 -1.889 0.2118
H -1.061 -1.595 -1.265 0.1977
H -2.530 0.580 0.339 0.2081
H -1.070 0.656 2.371 0.2077
H -0.393 -0.897 3.022 0.2154
H 0.699 0.099 1.245 0.3794
C 2.441 1.049 -1.530 -0.4215
N 1.487 1.224 -0.451 -0.4932
N 1.632 0.208 0.574 -0.7242
H 1.655 2.112 0.018 0.3470
H 1.706 -0.695 0.086 0.3360
H -0.313 -0.081 -0.772 0.2421
H 2.228 0.104 -2.036 0.1846
H 3.487 1.027 -1.191 0.1714
H 2.302 1.862 -2.245 0.2059

=====

Least stable: run x